This record from OMol25 describes a structure of composition C36H34BrCoN5O2S2 at a distorted geometry. The level of theory is the ωB97M-V functional and the def2-TZVPD basis.

Cartesian coordinates (Å):
C  0.39589  0.64337  2.83616
C  0.35509  4.18137  -3.66214
H  -2.86941  -2.92183  -1.22554
C  -0.19011  4.51097  -2.43204
C  0.92919  2.06247  2.50346
H  7.11289  -0.84163  -0.98024
H  -4.16381  -0.89643  -2.41764
N  -0.79981  0.33567  2.10056
C  -3.72211  -0.96433  -1.41684
C  3.77119  -0.30563  -0.74164
C  -1.96641  0.80987  2.46126
C  4.96109  0.79457  1.05546
H  -5.40261  2.09387  4.63576
N  -2.53361  0.45867  0.24656
H  -0.52011  5.54427  -2.33164
C  -5.10651  1.01427  2.83426
C  -3.37181  0.44777  -0.92414
S  -2.87231  -2.69923  1.96986
C  -0.88611  -0.62143  -2.99324
C  3.02099  -3.91553  0.41036
H  -3.17481  2.60067  5.15026
C  4.99099  -0.74923  -1.22454
H  -4.47141  -1.38243  -0.74004
H  -1.91411  -1.60983  -0.52504
H  4.06789  -3.63463  0.40326
H  -1.50271  -0.07153  -3.72384
N  -0.60731  0.27907  -1.90274
H  -5.01501  0.06677  0.99376
H  1.13899  -0.10273  2.54736
H  -0.80281  -2.65963  -2.36164
H  0.47609  4.98407  -4.38474
C  0.26929  2.71417  1.27806
C  3.78299  0.48537  0.40406
H  -2.11841  -2.29973  -3.48094
C  2.07389  -2.99733  0.81946
H  4.94399  1.40997  1.94586
C  0.72239  -3.33773  0.80236
C  0.01949  2.38287  -1.06194
C  2.65579  -5.19603  0.01316
C  -0.29471  3.74857  -1.28604
O  1.48219  -0.72303  -0.51704
H  -6.18101  0.84377  2.80846
C  -1.58361  -1.93063  -2.59744
S  -1.30901  -4.94163  0.73476
C  -3.01831  0.59587  1.44736
C  -2.17211  1.57637  3.63466
H  -0.75881  3.00297  1.55006
N  -0.31891  -2.53923  1.17256
N  0.24189  1.86047  0.11716
H  0.24259  0.54577  3.92146
H  1.02879  -6.59413  -0.20784
H  3.41049  -5.90333  -0.30584
C  -0.02851  1.41387  -2.17704
H  -0.70561  4.26627  -0.42494
H  2.00589  2.00637  2.33966
H  -4.30071  1.01587  -0.75524
H  -1.26551  1.89277  4.13396
C  2.40989  -0.69303  -1.35694
H  2.82969  0.84457  0.75806
C  -3.32921  1.99757  4.25466
H  -2.79791  0.95807  -1.70084
H  1.25599  2.85607  -5.03424
C  -1.44121  -3.18193  1.32136
H  0.04469  -0.90723  -3.50244
H  0.76809  2.73917  3.34916
Co  -0.40151  -0.16973  0.15936
C  -4.65021  1.72437  3.94336
H  7.09649  0.50997  1.09456
H  2.36339  -2.01483  1.15076
H  0.82779  3.63947  1.05776
C  6.18279  -0.46373  -0.57654
C  6.16709  0.30047  0.57716
C  -2.51691  -1.90053  -1.39244
O  2.38649  -0.96003  -2.55764
C  -4.41181  0.55587  1.74756
C  1.32909  -5.58913  0.05916
C  0.55779  1.71007  -3.44294
C  0.77059  2.90927  -4.06234
C  0.38329  -4.67123  0.46956
H  0.91309  0.83217  -3.96944
Br  5.11059  -1.77603  -2.81634

Forces on the atoms, in the same order (eV/Å):
C -0.0487 0.0442 0.2579
C 0.0714 0.4285 -0.3141
H 0.1415 0.0512 0.1570
C 0.1558 0.0132 -0.0989
C -0.1886 -0.0494 -0.2047
H -0.0115 -0.0218 0.0135
H -0.0325 -0.0205 -0.0139
N -0.5005 0.4075 0.2459
C 0.1983 0.0859 0.2219
C -0.2432 -0.1532 -0.0652
C 0.9450 -0.5637 0.2073
C 0.0808 0.0655 0.1277
H 0.0376 -0.0381 -0.0447
N 0.0563 -0.1965 0.5432
H 0.0082 -0.0565 0.0380
C 0.0757 0.0762 -0.1326
C -0.3384 0.1395 -0.1413
S -1.0443 0.3256 0.3663
C 0.0193 -0.1747 -0.4618
C 0.1819 -0.0121 0.0414
H -0.0002 -0.0686 -0.0753
C -0.0518 -0.0023 -0.2143
H -0.0612 -0.0360 -0.0324
H -0.3932 -0.4887 -0.1053
H 0.0021 0.0389 -0.0019
H 0.0482 -0.0607 -0.0182
N 0.4540 0.3990 0.0232
H 0.0370 -0.0346 -0.0398
H 0.0369 -0.0180 0.0435
H -0.0215 -0.0679 -0.0398
H -0.0276 -0.0145 0.0556
C 0.0324 0.1759 0.1373
C 0.0267 -0.0337 -0.0869
H 0.0476 -0.0373 -0.0013
C -0.0907 0.0167 0.1259
H -0.0242 0.0285 0.0397
C 0.4805 -1.1009 -0.2397
C 0.5829 -0.0746 0.9096
C 0.1261 -0.2525 -0.0752
C -0.3096 0.3766 0.1396
O -0.1675 0.0334 0.4046
H 0.0299 -0.0249 -0.0612
C 0.1037 0.1771 0.1205
S 0.1293 0.8964 0.2248
C -0.0005 0.1596 -1.0226
C 0.2585 0.2512 0.2039
H 0.1014 0.0673 -0.0216
N 0.1505 0.8946 0.0457
N 0.1368 0.0914 -0.5689
H 0.1081 -0.0464 -0.0867
H 0.0433 -0.0638 -0.0111
H 0.0698 -0.0030 -0.0435
C -0.6778 -0.5702 -0.1917
H 0.0618 -0.0522 -0.0001
H 0.0957 0.0334 0.0430
H 0.1314 -0.0331 -0.0612
H 0.0528 0.0063 -0.0312
C 0.4519 0.0458 -0.1051
H -0.1447 -0.0084 0.0618
C -0.2210 -0.0939 0.0019
H -0.1479 0.0587 -0.0031
H 0.0142 -0.0314 0.0292
C 0.0921 -1.2349 -0.1911
H -0.1127 0.0900 0.0225
H 0.0405 -0.0138 -0.0231
Co -0.4931 0.0687 0.0280
C -0.2451 0.2731 0.5001
H -0.0193 0.0294 -0.0136
H 0.0274 0.0715 -0.0006
H -0.1692 -0.0355 0.0299
C 0.1278 -0.0004 0.0586
C 0.0537 0.0276 -0.0183
C 0.0856 0.0330 -0.2068
O -0.3533 0.1277 -0.1003
C -0.4599 -0.1248 0.0629
C 0.1164 -0.0068 -0.0457
C 0.2568 -0.1653 -0.3224
C -0.2046 0.0908 0.0351
C -0.1271 0.0723 -0.0050
H -0.0116 0.0062 0.0257
Br 0.3575 -0.1934 -0.0507

Results
- Total charge: -2
- HOMO-LUMO gap (alpha / beta): 0.2080 / 0.2134 hartree
- Multiplicity: 4
- ΔE to the lowest compared entry with this formula, charge and spin: 0.000 eV
- E: -178771.19504 eV

=====

This record from OMol25 describes a structure of composition C36H34BrF3N8O2Re at a distorted geometry. The level of theory is the ωB97M-V functional and the def2-TZVPD basis.

Cartesian coordinates (Å):
N  0.62209  3.37749  2.32579
C  -2.25234  -2.53021  2.78788
H  -5.71406  1.11321  0.99713
H  2.14131  4.78301  2.64904
H  1.39907  4.83843  1.03989
C  0.40718  2.96928  3.70748
H  -4.30157  1.72332  -0.79952
H  0.52778  5.47412  2.44240
Br  6.19618  4.10368  0.54301
C  4.90194  2.72680  0.61949
C  1.70070  -4.97492  -3.16450
C  1.28976  -5.24502  -1.88814
H  -2.64601  3.00188  0.28249
H  3.84756  0.43840  -2.44285
H  -3.25611  -0.41951  -1.00851
C  -0.26515  2.78495  -3.06761
H  4.81636  2.74736  2.76998
N  -0.88266  -1.66089  -1.42741
H  1.18144  3.40674  4.33413
O  1.84842  -0.01577  0.85487
C  1.15056  -4.18192  -0.98086
C  -1.76035  -2.00543  1.60930
H  -2.09823  3.42429  -3.99446
H  -2.41949  -1.88130  0.76085
H  1.39126  1.88700  -2.13063
H  2.46513  -4.02800  -5.60741
H  0.79071  -4.37074  0.02424
C  4.40777  2.31656  1.86565
C  1.84674  -2.64939  -2.54951
C  -1.37774  -2.71085  3.84707
H  1.39842  -1.59802  2.31467
N  -0.48105  -1.65146  1.44526
F  -1.14687  -2.77401  6.17943
H  -2.17292  0.07820  0.33088
N  -2.96715  -2.73943  -2.01745
C  -3.33494  2.39064  0.85985
H  -2.80294  1.96696  1.70842
C  4.45505  2.13327  -0.53183
C  2.42946  -0.95341  -4.16269
H  0.36892  3.45272  -3.63617
H  0.67863  -2.53646  4.47007
C  1.97942  -3.64269  -3.54208
H  1.80575  -5.75983  -3.90303
F  -3.14593  -3.00508  5.36740
H  3.01293  1.05887  2.89328
H  -4.16247  3.00384  1.20940
H  -4.43450  0.04807  1.61160
N  1.43163  -2.93657  -1.28675
C  -4.87721  0.47841  0.71516
C  2.85657  0.82238  0.77068
C  -2.75439  0.41738  -0.52394
H  -5.23136  -0.32205  0.06551
C  -2.40844  1.97926  -2.43595
C  3.43455  1.16675  -0.47865
C  0.31418  1.87304  -2.19320
H  -3.29887  -2.78803  2.87106
H  0.44649  1.88365  3.76633
N  -3.85211  1.29122  0.00803
C  3.11802  0.39681  -1.63518
C  0.21222  2.59981  1.32909
C  1.20386  4.68803  2.10065
N  -5.20762  -1.87599  -1.43911
C  2.34774  -3.26047  -4.85339
H  -0.56558  3.30663  4.07123
C  -0.04089  -2.39134  3.67700
C  2.53306  -1.94139  -5.16018
F  -1.70398  -4.61138  5.17350
H  -3.48727  1.98548  -2.57189
C  -4.17484  -2.30225  -1.73911
H  4.87913  2.41699  -1.48726
C  -0.43743  0.98548  -1.42419
N  2.11784  -0.41486  -1.77266
H  0.44410  3.00676  0.33173
O  -0.36743  1.51914  1.46239
C  -1.85465  -3.28232  5.16428
H  2.56959  0.09030  -4.41747
H  2.77372  -1.64520  -6.17162
C  0.36369  -1.86442  2.46424
C  2.13332  -1.30587  -2.87356
C  -1.89509  -2.19348  -1.71298
C  -1.63619  2.79507  -3.24641
C  -1.83388  1.13726  -1.48577
C  3.41262  1.37401  1.93758
H  1.06572  -6.25366  -1.57308
Re  0.53112  -0.73930  -0.42240

Forces on the atoms, in the same order (eV/Å):
N 0.0113 0.0362 0.2893
C 0.0496 0.0077 0.0343
H 0.0816 0.0912 0.0059
H 0.0227 -0.0401 -0.0353
H -0.0062 -0.0503 0.0018
C -0.0778 -0.0472 -0.0903
H -0.0795 -0.0366 -0.0053
H 0.0130 -0.0141 0.0079
Br -0.1335 -0.2051 0.0045
C 0.1737 0.2496 0.1385
C -0.0042 0.0409 -0.0106
C 0.0981 0.0153 -0.0872
H -0.0088 -0.0668 -0.0578
H -0.0182 -0.0977 -0.0290
H -0.0700 0.2232 0.1965
C -0.0594 0.0512 -0.0572
H -0.0055 0.0112 -0.0069
N -1.2187 -0.7692 -0.6991
H 0.0250 -0.0153 -0.0124
O -1.0857 -1.1469 -0.1694
C -0.0526 -0.1085 0.2355
C -0.1514 -0.1634 -0.1465
H -0.0019 0.0360 0.0345
H 0.0579 -0.0316 0.0759
H -0.0320 -0.0524 -0.0047
H -0.0427 0.0245 -0.0222
H -0.0092 0.0283 -0.0063
C 0.0998 0.1037 -0.1866
C 0.0866 -0.1962 -0.3265
C 0.1043 0.0317 -0.0311
H -0.0235 0.0738 -0.0510
N 0.5666 0.4671 -0.4502
F -0.0756 -0.0508 -0.0480
H -0.1654 0.1338 0.0292
N -0.3318 -0.8353 -0.3959
C 0.1226 0.3482 0.2493
H -0.0147 -0.1150 -0.0686
C -0.0070 -0.0749 -0.1193
C -0.0484 0.1367 0.2334
H -0.0156 -0.0028 -0.0165
H -0.0052 0.0035 0.0051
C -0.0509 0.1268 0.1795
H -0.0249 -0.0475 0.0460
F 0.0496 -0.0126 -0.0021
H 0.0076 0.0139 0.0007
H -0.0832 -0.0819 -0.0821
H 0.1182 0.0965 -0.0005
N -0.4187 1.0430 0.5337
C -0.3672 -0.2336 0.1900
C 0.9441 0.7699 -0.5023
C 0.4257 -0.0565 -0.3295
H 0.0652 0.1218 -0.0381
C -0.0490 -0.1340 0.1712
C -0.3942 0.0165 0.7041
C 0.1385 -0.0255 0.0482
H 0.0019 -0.0094 0.0007
H -0.0204 0.0157 0.0344
N 0.0727 0.0549 -0.0758
C 0.0872 -0.2025 -0.3497
C -0.0629 -0.1226 -0.1457
C -0.0106 0.1344 -0.0573
N 0.0119 -0.1647 -0.1635
C 0.0067 0.0681 -0.0602
H 0.0157 -0.0005 0.0149
C -0.1298 0.0093 -0.1138
C 0.0336 -0.1614 -0.0549
F -0.0102 0.0679 0.0007
H 0.0105 0.0734 -0.0065
C -0.0289 0.1817 0.1336
H 0.0214 -0.0493 0.0014
C 0.1121 -0.9172 0.6131
N -0.1942 0.5552 0.4502
H -0.0088 -0.0104 -0.0077
O -0.0635 0.1177 0.1162
C -0.0117 -0.0382 0.0770
H 0.0591 -0.0169 -0.0059
H 0.0110 -0.0060 0.0063
C -0.0022 -0.0833 0.2928
C 0.0040 -0.2406 -0.4402
C 0.4865 0.7414 0.1930
C 0.1049 0.0191 -0.0042
C -0.2497 0.1564 -0.0205
C -0.4815 -0.2857 -0.0793
H -0.0162 0.0190 0.0440
Re 2.1223 0.5039 0.2804

Results
- Total charge: +2
- HOMO-LUMO gap (alpha / beta): 0.2342 / 0.2368 hartree
- Multiplicity: 2
- ΔE to the lowest compared entry with this formula, charge and spin: 1.538 eV
- E: -134210.59680 eV